An isolated molecule of C38H47ClN4O4, computed with ωB97M-V/def2-TZVPD.

As for the net charge: 0. The HOMO energy is -7.35 eV. The calculation puts the orbital gap at 0.2910 Ha. The relative energy (zero: lowest compared OMol25 entry of this formula, charge and spin) is 0.0 kJ/mol.

The geometry in XYZ format:
```
94
Properties=species:S:1:pos:R:3:forces:R:3
C -1.24110 -0.69654 2.98888 -0.32 0.02 -0.24
H 4.66471 1.50765 -0.61188 0.01 0.05 -0.13
H -2.24307 -3.35963 -5.73316 0.21 -0.08 0.15
N 0.01069 2.54470 4.21755 0.20 0.14 0.27
H 8.30533 4.23716 -2.51129 0.02 0.02 -0.01
C -2.22964 -0.30878 2.09369 0.18 0.19 0.30
C 3.68232 4.12654 2.10975 -0.05 -0.42 0.03
H 3.80764 4.88351 -1.64530 -0.01 0.05 0.06
H 6.65490 4.99472 -0.52752 -0.07 0.09 -0.06
H -0.79084 4.28314 3.40413 0.02 0.07 0.08
H 6.03655 5.85294 -1.95879 -0.01 -0.06 0.03
C -4.29408 -1.18257 1.17683 -0.58 -0.29 -0.15
H -1.98260 3.02600 2.46181 0.01 0.09 -0.03
H -0.20607 -4.22870 -6.85451 0.00 -0.06 -0.11
C -3.62208 -2.87827 -3.24740 0.13 -0.06 -0.19
C -0.72472 1.61820 3.51021 -0.23 -0.36 -0.06
C -2.59836 -6.06673 2.95264 -0.01 0.21 -0.08
N 4.45710 3.52525 -0.14306 0.18 -0.03 -0.06
H 1.94076 4.79249 0.09715 0.02 0.07 -0.07
Cl -2.74790 -7.55708 3.81760 -0.02 -0.17 0.09
C 5.94600 4.93722 -1.36456 -0.32 0.20 0.26
H -3.65735 -4.93496 4.42871 -0.04 -0.04 0.09
H 0.13023 -2.68432 -6.05722 0.05 0.09 -0.06
H 0.66741 -4.19034 -5.31355 0.12 -0.08 0.04
H -2.75469 -5.33786 -4.30898 -0.10 -0.07 0.04
H -1.03692 -1.74469 3.15410 0.01 -0.11 0.01
C -4.89169 -2.27534 0.29563 -0.10 0.18 0.03
H 7.21280 4.78318 -3.80547 0.03 0.02 0.02
N 6.27715 3.81275 -2.20789 0.14 0.31 -0.08
H -5.89559 -1.96631 0.00379 0.09 0.02 0.10
H 1.22046 5.22590 2.48240 0.00 0.05 -0.01
C 3.38081 3.35242 0.82372 -0.04 0.34 0.12
C 7.41039 3.98587 -3.08565 0.07 -0.19 -0.15
O -4.05603 -2.99854 -4.54306 0.44 0.05 0.27
O -1.24894 -3.09705 -3.93152 -0.06 0.30 0.04
C -2.20199 -2.38360 0.77770 0.08 -0.23 -0.31
H -5.87230 -1.99350 -4.52022 0.00 -0.05 0.01
H -3.24776 1.37039 1.24825 -0.07 0.03 -0.04
C -4.48599 -2.67441 -2.17798 0.00 -0.03 0.01
C -0.12606 -3.72741 -5.89440 -0.36 0.11 0.30
H 4.34425 5.60924 -0.10732 -0.01 0.03 -0.05
H -0.70874 -2.81600 -1.54415 0.16 -0.01 0.00
C -4.01189 -2.53072 -0.88477 0.22 -0.08 -0.12
H -3.44720 -2.82004 3.20321 -0.03 0.11 0.03
H -4.97542 -3.18360 0.90179 -0.05 0.01 0.02
C 2.64430 3.78526 3.17516 -0.07 0.40 -0.14
C -2.64721 -2.57950 -0.64916 -0.09 0.06 -0.16
H -1.14200 -2.10257 0.78841 -0.21 0.03 0.00
C 4.53143 4.80222 -0.81519 0.34 0.07 -0.03
H 2.87424 4.32131 4.09873 0.00 -0.06 0.10
H 1.74375 3.17316 -0.58536 -0.01 0.06 -0.08
H 3.37931 2.28503 1.07538 -0.02 0.02 0.02
C -1.74315 1.98746 2.61961 0.03 0.08 0.02
C -3.02046 -3.71925 2.78418 0.10 0.00 -0.11
C -2.47218 1.04925 1.92399 0.04 -0.08 0.01
C -1.77615 -2.78755 -1.70101 -0.21 -0.02 -0.14
C 0.80771 2.10366 5.33549 -0.02 -0.13 0.01
H -5.54917 -2.61117 -2.34562 -0.12 0.01 -0.07
H 1.13141 2.97114 5.90749 0.01 0.00 -0.02
C 1.23873 4.14952 2.69499 -0.20 -0.33 0.28
N -2.94992 -1.27580 1.35121 0.42 0.09 0.10
C -5.43725 -2.95712 -4.80315 -0.22 0.01 -0.05
H -1.51319 -6.95109 1.33306 0.03 -0.10 -0.02
C -1.82003 -4.85010 1.04924 -0.05 0.05 0.13
C 4.53870 2.46605 -1.12198 -0.13 -0.23 -0.04
H -1.30814 -4.82816 0.09928 0.04 -0.04 -0.12
H -1.90891 -5.83170 -5.77872 -0.03 -0.08 -0.10
O -4.98254 -0.31936 1.68056 -0.12 0.15 0.09
H -1.03534 -5.74209 -4.24104 0.10 -0.07 0.04
C 0.93689 3.40148 1.39641 0.06 0.37 -0.08
C 1.97736 3.72525 0.32743 0.13 -0.37 0.05
H 1.70136 1.54297 5.03770 0.03 -0.03 0.05
C -1.44818 -3.82626 -5.14055 0.07 -0.49 -0.63
C -3.14227 -4.90879 3.48139 0.02 -0.17 0.02
H 3.62771 2.38875 -1.74579 0.08 -0.03 0.02
H 0.26021 -0.10948 4.35174 0.10 0.01 0.07
H -5.96997 -3.76461 -4.29050 0.02 0.04 0.00
H 0.93515 2.32645 1.58592 -0.06 -0.07 0.00
C -2.23473 -2.95184 -3.00520 -0.10 -0.03 0.18
H 7.56914 3.04828 -3.61461 0.06 0.12 0.01
H 0.42154 4.51515 4.65417 -0.09 -0.03 -0.04
C -2.36032 -3.67665 1.56320 0.05 -0.03 0.15
O 6.02981 1.65228 -2.78846 -0.06 -0.33 -0.02
C -0.50442 0.24416 3.67995 0.18 0.20 0.11
H 4.68341 3.86698 2.45656 0.05 0.04 -0.04
C -1.81197 -5.28062 -4.84755 -0.01 0.45 0.07
H -0.05412 3.67499 1.03027 -0.06 -0.08 0.01
H 3.66023 5.20072 1.91750 0.03 0.10 -0.03
C 5.69423 2.60036 -2.10210 -0.21 -0.10 0.08
C 0.16417 3.90962 3.77960 0.14 0.30 -0.39
H 0.20599 1.46914 5.99057 0.06 -0.03 0.04
C -1.93468 -6.04371 1.73593 0.01 -0.05 0.05
H -5.53281 -3.09116 -5.87981 -0.06 0.02 0.08
H 2.69182 2.71567 3.38083 -0.01 -0.11 0.10
```
Forces are in eV/Å.

***

A cluster of 9 separate species, C38H47F3O18 in total in a non-equilibrium geometry, computed with ωB97M-V/def2-TZVPD.

The SMILES is CCOC(=O)OC.CCOC(=O)OC.Fc1ccccc1.Fc1ccccc1.Fc1ccccc1.O=C1OCCO1.O=C1OCCO1.O=C1OCCO1.O=C1OCCO1. As for the net charge: 0. The HOMO energy is -9.30 eV. The calculation puts the orbital gap at 0.3541 Ha. The relative energy (zero: lowest compared OMol25 entry of this formula, charge and spin) is 0.0 kJ/mol.

The geometry in XYZ format:
```
106
Properties=species:S:1:pos:R:3:forces:R:3
H -3.55723 0.01852 3.73174 -0.07 0.45 0.42
C -2.35544 1.12533 -0.40541 -0.81 1.14 0.15
H -2.50023 -1.94404 -1.79278 0.45 0.78 0.03
H -3.47888 0.04030 -2.92408 0.76 0.24 0.50
F -2.64137 -0.42256 1.28822 -0.55 -0.21 0.24
H -3.90033 -4.26414 -0.49579 0.04 0.10 0.45
H 3.39143 4.98828 1.28164 -0.01 0.09 -0.24
C 2.34498 5.16161 -1.54092 0.49 -0.41 1.08
H 7.41200 2.19503 3.84936 -0.15 -0.41 -0.27
C -1.67386 -2.05599 4.65965 -1.17 1.19 0.14
H -1.86725 2.60995 -1.87235 -0.20 0.07 -0.03
H 2.38913 -2.66833 -1.60156 -0.34 0.07 -0.25
O -5.31173 -0.46686 2.85962 0.66 0.27 1.06
C -4.76705 0.58098 -4.45454 -0.35 0.09 -0.52
H 2.35084 -1.79888 1.86127 0.80 0.80 0.35
C 2.71856 4.44329 0.61650 0.18 0.98 -0.34
H -0.56942 -0.63589 -5.75901 -0.18 -0.07 -0.06
H 4.77683 -1.76820 1.10072 0.19 -0.20 -1.26
C -0.34298 -2.24023 4.91162 1.04 -0.94 -1.20
H -5.32949 0.22750 -1.17968 0.29 -0.46 1.09
H -2.49211 -3.55846 -2.49961 -0.20 0.68 1.56
H 6.61336 1.41764 2.43037 -0.05 0.45 -0.19
C -7.06516 0.81459 -3.96478 -1.98 -0.15 -0.19
O 5.38968 2.97110 1.21116 -0.12 -1.41 -1.47
C -1.34912 -2.87092 2.44817 -1.00 0.63 -0.21
H 3.01322 -0.10150 1.81857 -0.25 0.31 -0.55
H 4.85285 2.04877 -2.50832 -0.39 -0.38 0.88
O 1.26959 5.62120 -0.87624 0.37 -1.00 1.39
H 2.68245 3.43352 0.97776 -0.06 -0.56 -0.12
O 5.10269 -1.27473 4.69971 0.97 1.25 -0.88
C -5.51402 0.33027 -2.21007 0.74 0.20 -1.20
C 5.22030 2.19171 0.28418 0.31 2.37 1.82
H 4.67292 -2.48163 2.69068 -0.06 -0.17 -0.12
H 0.53327 4.31563 0.63742 0.44 0.69 -0.34
C 5.27535 1.31553 -1.78564 0.86 1.12 -1.21
O -1.34682 -3.35344 -0.76089 -0.98 0.52 -0.54
C 4.53093 -1.57148 2.10669 -1.14 -0.67 1.61
H 0.60885 2.33680 -1.62902 -1.05 -0.51 0.41
O 2.53582 5.31847 -2.68546 0.18 0.30 -1.69
H -3.54574 1.70981 1.97897 -0.69 -0.26 0.52
H -2.31507 -1.61847 5.41595 0.11 -0.09 0.19
O 5.48516 -0.63828 2.54451 0.69 0.92 0.79
H 1.43351 0.85051 0.05966 0.73 -0.19 -0.10
C 1.49890 -0.04854 -3.60274 -0.15 -1.08 -0.43
C -0.43919 0.11196 0.70063 -1.13 -0.78 0.52
H -3.60713 -2.59220 0.20178 -0.69 -0.20 0.21
H 4.85921 -0.34534 -0.56983 0.20 -0.82 0.31
H -7.53214 0.50219 -1.78628 0.05 0.00 -1.05
H -8.07387 1.03177 -4.41935 0.93 -0.34 1.17
C 1.33044 5.08372 0.49280 -0.88 0.28 -0.14
C 4.34789 0.52728 -0.91249 0.27 0.42 -0.44
C -1.48998 1.89888 -1.15311 -0.26 0.44 -1.05
H 0.61920 -3.28195 1.79830 0.00 -0.38 0.49
H -0.17254 -0.68304 1.44540 0.21 1.11 -0.73
C -3.75923 -3.20075 -0.68923 0.60 -0.54 -0.22
C -4.52867 0.50355 3.62607 0.02 0.32 -1.83
O 1.92729 -1.30775 -3.90957 -0.54 0.28 0.26
C 2.07338 -2.58896 -0.56532 -1.45 -1.18 -0.67
H -1.79380 -3.14453 1.51258 0.14 -0.01 -0.42
H 1.55789 -2.76595 4.23853 0.32 -0.23 -0.41
H -4.65071 2.69131 2.93724 0.03 0.11 0.61
C -2.52608 -2.97152 -1.50192 -0.03 -1.43 -2.15
F -3.79503 0.56327 -5.39729 0.16 -0.08 0.22
O -5.58658 1.41329 1.72960 0.26 -0.04 -0.43
H -3.22910 -2.06577 3.13076 0.30 -0.16 0.23
C -5.82111 0.11104 1.79273 -3.50 -2.74 -3.18
H -3.42558 1.30152 -0.35974 0.03 -0.14 -0.45
C 0.38051 0.87264 -0.10441 0.18 -0.28 0.74
H 2.78222 -3.19355 0.00083 -0.41 0.30 0.42
C 3.09514 -1.07122 2.28084 0.03 -0.72 -1.09
H 8.12086 0.75570 3.03021 0.13 0.05 0.13
F 0.18336 -1.96793 6.11424 -0.19 0.10 0.23
H 0.81107 -2.96270 -4.65299 -0.02 0.56 0.48
C -0.13621 1.74933 -1.03584 1.50 0.83 -0.46
O 0.71108 -3.21584 -0.37854 2.27 0.82 -0.55
O -6.52226 -0.51511 0.96629 2.23 2.08 2.34
C -4.46992 0.36347 -3.14022 -0.20 -0.62 -0.10
O 6.47762 0.44214 4.20182 -0.43 -0.71 2.14
H -6.24865 1.02123 -5.94333 0.08 -0.09 0.42
O 3.23313 4.49137 -0.73892 -0.95 0.09 0.64
C 7.19683 1.25581 3.32030 0.35 0.23 -0.88
C 0.00312 -3.02599 2.65527 0.61 0.18 0.93
O 6.01555 2.07892 -0.77188 0.06 -0.51 -0.77
C -6.06145 0.81503 -4.88528 0.74 0.31 -0.86
C -6.80318 0.50395 -2.62036 -1.18 0.82 0.56
H -5.03727 0.73739 4.56013 0.08 -0.08 -0.08
C -4.48797 1.68773 2.57652 1.04 0.02 0.61
O 0.26290 0.15736 -4.07038 -0.17 0.29 0.03
O 4.15785 1.40140 0.18836 -0.59 -0.25 0.47
H 5.96541 0.74775 -2.42433 0.02 -0.16 0.74
C -1.81249 0.30134 0.51107 1.36 -1.22 0.64
C -2.18725 -2.26566 3.38522 0.62 -1.24 0.24
H -4.60038 -2.88791 -1.29202 -0.34 0.39 0.14
O -0.20006 -1.72903 -1.88494 0.18 -1.63 1.21
H -1.02497 -1.51129 -4.21487 0.25 0.83 -0.29
H 3.40614 0.31864 -1.35473 -0.66 -0.26 -0.39
C -0.26875 -2.66734 -1.09173 0.47 0.87 -0.68
H 2.83751 -0.90891 3.29448 -0.02 -0.10 1.20
C 5.65908 -0.53969 3.90268 -0.93 -0.95 -0.68
O 2.16997 0.74961 -3.02691 -0.09 0.14 0.15
H 1.54191 -1.85345 -5.76369 -0.05 0.07 -0.99
H 1.13710 5.94427 1.15950 0.24 -0.58 -0.22
C -0.23804 -0.97876 -4.78724 0.45 -0.89 0.71
C 0.99718 -1.89431 -4.84474 0.42 -0.10 0.01
H 1.96084 -1.55722 -0.30100 0.35 0.44 0.34
C 0.52858 -2.72496 3.92303 -0.84 0.55 0.37
```
Forces are in eV/Å.

***

A structure of composition C38H47N4S5Y in a non-equilibrium geometry, computed with ωB97M-V/def2-TZVPD.

As for the net charge: +2. The HOMO energy is -12.20 eV. The calculation puts the orbital gap at 0.2426 Ha. The relative energy (zero: lowest compared OMol25 entry of this formula, charge and spin) is 0.0 kJ/mol.

The geometry in XYZ format:
```
95
Properties=species:S:1:pos:R:3:forces:R:3
H -1.88125 -5.24884 -2.94180 -0.01 -0.07 0.02
C 0.64542 2.80088 -2.49442 0.06 -0.40 0.05
H -5.26735 -1.85920 -0.01340 0.12 0.08 -0.14
C 0.11240 1.76020 -1.75402 -0.05 -0.23 -0.04
N 0.56722 0.49052 -1.80873 0.61 1.37 -0.89
H 2.98619 -3.57746 0.88574 -0.30 0.00 -0.08
H -0.65070 -0.00993 -4.20896 -0.12 -0.02 -0.10
H -3.97933 -3.91152 0.37527 0.17 -0.01 -0.01
H -0.72154 1.92391 -1.07733 0.10 0.11 -0.25
H 0.33902 -2.41920 -4.06741 0.18 -0.05 -0.14
H 3.29531 -1.51467 -1.34464 -0.03 0.11 0.30
C -1.86423 -3.24023 -2.18680 0.06 0.02 0.06
H 2.82776 -1.88530 2.36859 -0.06 0.06 -0.29
C -2.74477 -2.98600 -1.13197 0.20 0.11 0.04
C 3.44860 5.40185 -2.29976 -0.06 -0.22 -0.18
C -0.71800 -2.55102 -4.30179 -0.03 -0.09 -0.51
C -0.11123 2.59443 2.09204 0.03 -0.33 -0.24
H -0.26764 -4.53941 -2.81668 -0.20 -0.08 -0.03
S -0.30980 -2.10326 1.99378 0.01 -0.51 2.15
H -3.70309 1.14330 -2.76221 0.03 -0.01 0.11
C 1.59893 0.24874 -2.64475 -0.30 0.09 0.11
H -2.76929 -0.00021 1.22629 0.23 0.56 0.32
C 0.11190 1.53182 1.23376 -0.31 0.46 0.17
C 2.24848 -0.96963 2.22790 -0.10 0.06 0.48
C -1.76021 2.08237 7.29883 0.92 -0.04 0.61
N 5.71494 5.28581 -1.48448 -0.79 -0.39 -0.64
H -3.14982 1.27411 -1.09168 -0.06 0.15 0.10
C 0.05468 3.47474 5.81144 -0.20 -0.02 -0.18
S 1.04593 -3.43275 -0.58016 1.07 -1.82 0.15
C -1.24633 -4.59675 -2.33870 0.26 -0.29 -0.09
C -2.03627 0.75450 1.49697 -0.22 0.97 0.34
H -3.87896 -1.91410 1.07282 -0.09 -0.01 -0.16
H -0.56030 -4.78384 0.55322 0.43 0.11 -0.11
S 2.44196 3.81968 -4.32778 -0.13 0.07 -0.34
H 1.00329 -1.47962 3.92589 -0.04 -0.02 -0.18
C -1.24689 3.33151 5.33629 0.12 -0.29 0.17
H -1.99580 -1.03622 0.70108 1.35 -2.09 -1.51
H 0.23018 3.79830 -2.40830 0.09 -0.08 -0.06
C -1.67088 0.14736 -3.85840 0.12 0.36 -0.24
H -2.44637 1.52257 7.92805 0.02 0.08 -0.10
H -1.08820 -5.07662 -1.37186 -0.15 -0.08 -0.25
C 1.71629 2.52392 -3.34115 0.20 0.30 0.05
H 1.06520 -5.37633 0.85814 -0.02 0.17 -0.14
H -3.35410 1.84572 2.78869 0.12 0.05 -0.03
H 5.24476 3.04798 -3.97152 -0.08 0.09 0.00
C -2.35758 1.78162 2.36729 0.56 0.15 -0.15
H 1.46672 -3.67472 2.54979 -0.08 0.13 -0.04
C 2.79425 -3.22298 -0.12982 0.36 0.16 -0.02
H -0.95905 -1.91713 -5.15586 0.08 -0.03 0.11
H 1.37594 2.97278 7.43883 -0.08 0.04 -0.08
C 5.94748 4.30940 -2.38689 0.07 0.78 0.79
H 1.07695 1.39159 0.75507 -0.25 0.49 0.18
H -0.86704 -3.57817 -4.63512 0.09 0.08 0.04
C 0.88916 -1.08248 2.91172 0.16 0.14 0.25
N -0.82238 0.60777 0.92542 0.14 1.68 0.94
C 4.47175 5.81123 -1.46248 1.07 -0.25 0.17
C -3.67428 0.63135 -1.80057 -0.32 0.28 -0.25
C -1.37050 2.71487 2.67531 -0.13 0.08 0.45
H 2.47283 5.86898 -2.23482 0.06 -0.05 -0.09
H 3.02268 0.95915 -4.08139 -0.08 0.11 0.04
H -4.71069 0.53704 -1.47634 0.10 0.04 0.05
H 4.21530 -1.61153 0.14894 -0.18 0.04 -0.04
H -1.66988 1.11318 -3.35301 -0.20 -0.09 -0.16
C 4.99180 3.83141 -3.26658 -0.29 0.02 -0.04
H 2.82468 -0.16367 2.69460 -0.08 -0.10 -0.12
H -2.24389 -4.13677 0.60461 -0.26 0.01 0.16
H 6.95730 3.90902 -2.38526 -0.11 0.01 -0.06
H -0.12728 -4.32846 2.86936 0.07 0.09 -0.14
H 0.44742 -0.08453 3.01431 -0.09 -0.40 0.01
Y -0.31658 -1.20193 -0.46273 -4.68 -0.19 -1.39
S 2.05060 -0.58105 0.46340 2.54 -0.35 0.42
C -3.03481 -4.07110 -0.14455 -0.50 -0.30 0.07
C -3.32619 -1.72019 -0.99271 -0.11 0.02 0.01
S -1.72417 4.06636 3.78335 -0.13 0.34 -0.10
C 0.45894 -4.46613 0.80171 -0.21 -0.26 0.28
H 0.68103 3.30573 2.29428 -0.12 -0.03 0.05
C -2.17757 2.62769 6.09711 0.11 0.13 -0.24
H -3.11399 -5.03850 -0.64081 0.04 0.01 0.08
H 1.94015 -0.78229 -2.67225 -0.01 0.07 -0.18
C -2.10059 -0.95201 -2.94154 0.06 -0.13 0.11
N -0.50396 2.19743 7.77885 -0.27 0.39 -0.97
H 0.80630 4.02503 5.25743 -0.12 0.01 0.01
C 3.71488 4.38566 -3.21459 0.18 -0.04 0.34
C 0.37444 2.89233 7.02556 -0.51 -0.58 0.78
H 4.31511 6.59809 -0.73002 -0.04 -0.06 -0.10
C 3.21956 -1.76534 -0.28027 0.14 -0.12 -0.17
H -2.31973 0.21859 -4.73200 -0.03 0.05 -0.07
H -3.20359 2.50343 5.77061 0.09 0.08 -0.02
H -4.35742 -0.39218 0.36127 -0.19 -0.20 -0.15
C 0.45358 -3.74561 2.14674 0.33 -0.32 0.02
H 3.39799 -3.84873 -0.79562 -0.12 0.10 0.09
C -1.58132 -2.23870 -3.12082 0.39 0.14 0.22
C 2.20006 1.22037 -3.42588 -0.24 -0.26 0.24
C -4.25951 -1.45928 0.15533 -0.43 -0.02 0.26
C -3.02101 -0.70866 -1.91505 0.08 -0.15 0.12
```
Forces are in eV/Å.

***

Per-record DFT total energy, Eh: -2456.43312 -3130.12685 -3723.99711